(one)
The following is a DFT calculation (ωB97M-V with the def2-TZVPD basis set) of C2H5NS2 as an isolated structure.

Summary:
HOMO energy: -7.58 eV
HOMO-LUMO gap: 6.724 eV

Geometry as XYZ:
```
10
C2H5NS2 | OMol25 | ωB97M-V with the def2-TZVPD basis set
C 0.17949 1.25786 0.78820
C -1.21305 -0.25663 -0.69453
N -0.59446 0.59009 0.22075
S 2.71609 -0.04018 -0.84644
S -1.56644 -1.44461 0.64385
H 0.20802 1.65316 1.79173
H -2.20446 0.10193 -1.22247
H -0.55200 -0.71266 -1.41126
H 3.22391 -1.16909 -0.40376
H 3.14483 0.57125 0.24716
```

(two)
The following is a DFT calculation (ωB97M-V with the def2-TZVPD basis set) of a 2-piece molecular cluster, C2H5NS2 overall.

Summary:
HOMO energy: -8.34 eV
HOMO-LUMO gap: 8.610 eV

Geometry as XYZ:
```
10
C2H5NS2 | OMol25 | ωB97M-V with the def2-TZVPD basis set
C 1.62001 0.35217 -1.19944
C -0.56828 -0.10597 0.54134
H 1.87584 0.92084 -2.27872
H 1.56888 -1.14773 -1.58282
H 2.58552 0.14053 -0.33821
H -1.62632 1.44390 1.31046
H -1.66232 -0.01271 2.53372
N -1.12047 0.48488 1.63416
S 0.14730 1.24993 -0.48195
S -0.22284 -1.63844 0.03602
```

It is (two) that is the most stable of them.